[1]
Below is a cluster of 2 separate species, C2NO4 in total in a non-equilibrium geometry, with properties calculated with wB97M-V/def2-TZVPD.

Each line ends with the Löwdin charge.
CARTESIAN COORDINATES (ANGSTROEM)
C -1.2772 0.4441 1.0175  -0.525
C 0.8574 -0.3991 -0.6421  -0.790
N 1.3008 0.6369 -1.1997  0.087
O 1.8092 -0.7814 -1.5575  -0.107
O -0.6180 0.8867 1.8583  0.164
O 0.1245 -0.9560 0.1512  0.010
O -2.1967 0.1687 0.3723  0.161

The calculation puts the orbital gap at 7.26 eV. The relative energy (zero: lowest compared OMol25 entry of this formula, charge and spin) is 19.91 kcal/mol. The value obtained for the HOMO energy is -3.4 eV. As for the net charge: -1. The max |F| is 0.0513 Eh/bohr.

[2]
Below is a structure of composition C30H71InN8O9P, with properties calculated with wB97M-V/def2-TZVPD.

Each line ends with the Löwdin charge.
CARTESIAN COORDINATES (ANGSTROEM)
C 4.0068 -2.7988 0.4551  -0.237
C 2.7990 -1.9219 0.0095  -0.351
In 2.4485 -2.1752 -2.1899  0.476
C 0.2908 -2.3968 -2.6888  -0.327
C -0.4439 -3.2272 -1.6394  -0.333
C -1.8128 -3.7429 -2.0798  -0.209
C -2.8245 -2.6239 -2.3472  -0.180
N -3.7607 -2.4218 -1.2273  0.068
C -3.9363 -1.1632 -0.7063  -0.551
C -5.3083 -0.8487 -0.1653  -0.014
O -3.0325 -0.3288 -0.6544  0.018
P 3.4661 -0.1352 -3.3816  0.627
C 3.0925 1.2841 -2.2372  -0.390
O 5.1580 -0.3104 -3.2223  -0.477
H 4.2097 -3.6034 -0.2519  0.016
H 3.8440 -3.2373 1.4416  0.050
H 4.9262 -2.2074 0.5015  0.033
H 3.0374 -0.8920 0.2885  -0.005
H 1.9537 -2.2199 0.6337  -0.002
H 3.3944 -3.5936 -2.7017  -0.085
H -0.1342 -1.3936 -2.7776  0.017
H 0.2288 -2.8607 -3.6764  0.027
H -0.5325 -2.6759 -0.6990  0.087
H 0.1708 -4.1037 -1.4042  0.089
H -1.6909 -4.3592 -2.9717  0.102
H -2.2492 -4.3860 -1.3096  0.098
H -3.4276 -2.8861 -3.2192  0.113
H -2.3162 -1.6916 -2.5717  0.102
H -4.6423 -2.8836 -1.3768  0.115
H -6.0559 -1.5910 -0.4216  0.067
H -5.6256 0.1206 -0.5342  0.080
H -5.2531 -0.7590 0.9205  0.073
H 3.8922 1.3460 -1.4997  -0.015
H 3.0322 2.2167 -2.7986  0.001
H 2.1415 1.1423 -1.7234  0.012
H 5.3594 -0.8140 -2.4315  -0.006
C 5.1782 2.5954 2.3664  -0.011
C 5.1935 1.6235 1.2080  -0.537
O 5.2965 1.9956 0.0475  0.008
N 5.0540 0.3066 1.4883  0.024
C 4.8638 -0.3354 2.7738  -0.064
H 5.2843 3.6002 1.9689  0.080
H 4.2379 2.5281 2.9142  0.080
H 6.0010 2.3959 3.0543  0.082
H 5.0511 -0.2803 0.6676  0.102
H 5.6662 -1.0492 2.9671  0.087
H 3.9141 -0.8734 2.7870  0.070
H 4.8585 0.4023 3.5700  0.070
C -7.3245 1.0943 4.7184  -0.020
C -7.3642 -0.0641 3.7471  -0.558
O -7.7738 0.0645 2.6082  0.034
N -6.9102 -1.2658 4.1942  0.008
C -6.3816 -1.5984 5.5029  -0.077
H -7.7084 1.9725 4.2081  0.077
H -7.9442 0.8912 5.5931  0.081
H -6.3028 1.2923 5.0448  0.084
H -6.9553 -1.9941 3.4993  0.138
H -5.3553 -1.9597 5.4197  0.083
H -6.9851 -2.3768 5.9728  0.082
H -6.3855 -0.7264 6.1480  0.070
C -5.1311 0.6850 -3.6159  0.009
C -6.2212 -0.3414 -3.8216  -0.530
O -6.4563 -1.2248 -3.0130  0.030
N -6.9448 -0.2562 -4.9721  0.004
C -6.8103 0.7061 -6.0469  -0.082
H -4.6296 0.4925 -2.6732  0.061
H -4.3922 0.6266 -4.4158  0.092
H -5.5484 1.6927 -3.5952  0.088
H -7.6515 -0.9688 -5.0557  0.135
H -7.7383 1.2662 -6.1788  0.080
H -6.5744 0.2014 -6.9856  0.082
H -6.0142 1.4085 -5.8277  0.070
C 0.5007 -0.3657 4.2399  -0.014
C 0.7592 -1.7089 3.5935  -0.557
O 1.8017 -2.3169 3.7710  0.019
N -0.2169 -2.2134 2.7964  0.018
C -1.5011 -1.6270 2.4633  -0.068
H 1.3723 -0.1024 4.8310  0.076
H 0.3388 0.4026 3.4831  0.084
H -0.3721 -0.4084 4.8929  0.078
H 0.0209 -3.0995 2.3792  0.139
H -2.3136 -2.2874 2.7752  0.079
H -1.5815 -1.4667 1.3865  0.070
H -1.6229 -0.6713 2.9618  0.070
C 4.8691 -1.4844 -6.5250  -0.023
C 4.6268 -2.8377 -7.1491  -0.541
O 4.4288 -3.8510 -6.5094  0.040
N 4.6430 -2.8947 -8.5220  -0.010
C 4.8572 -1.8135 -9.4580  -0.099
H 4.8327 -1.5508 -5.4422  0.037
H 5.8563 -1.1173 -6.8147  0.085
H 4.1113 -0.7702 -6.8468  0.078
H 4.4775 -3.8182 -8.8865  0.128
H 3.9905 -1.6886 -10.1123  0.076
H 5.7334 -2.0079 -10.0825  0.075
H 5.0176 -0.8834 -8.9244  0.066
C -5.0627 5.0579 8.6652  -0.013
C -6.1102 3.9835 8.4835  -0.557
O -6.2461 3.0716 9.2802  0.031
N -6.9070 4.0687 7.3839  0.005
C -6.8910 5.0689 6.3339  -0.077
H -4.5167 4.8475 9.5789  0.081
H -4.3638 5.0654 7.8283  0.084
H -5.5248 6.0423 8.7461  0.082
H -7.5811 3.3228 7.3203  0.130
H -7.8538 5.5796 6.2782  0.083
H -6.6918 4.6047 5.3665  0.079
H -6.1206 5.8076 6.5247  0.070
C 10.7169 3.5230 -1.2453  -0.020
C 9.7521 3.4554 -0.0813  -0.563
O 10.0345 3.9305 1.0112  0.008
N 8.5656 2.8482 -0.3000  0.021
C 8.0636 2.2363 -1.5191  -0.072
H 11.6145 4.0353 -0.9133  0.075
H 10.9830 2.5225 -1.5872  0.080
H 10.2802 4.0725 -2.0795  0.080
H 7.9579 2.8341 0.5040  0.125
H 7.1401 2.7263 -1.8228  0.083
H 7.8412 1.1843 -1.3450  0.084
H 8.7889 2.3110 -2.3227  0.070

The calculation puts the orbital gap at 4.92 eV. The value obtained for the HOMO energy is -3.4 eV. As for the net charge: -1. The max |F| is 0.0171 Eh/bohr.

[3]
Below is the ion C43H48NO3Si with charge +1 in a non-equilibrium geometry, with properties calculated with wB97M-V/def2-TZVPD.

Each line ends with the Löwdin charge.
CARTESIAN COORDINATES (ANGSTROEM)
C 7.6580 -3.1442 0.3424  -0.048
O 7.1089 -2.3883 -0.7765  -0.090
C 6.1780 -1.4188 -0.5525  -0.268
C 5.4780 -0.8760 -1.6690  0.004
C 4.2487 -0.2922 -1.4711  -0.045
C 3.6900 -0.2163 -0.1688  -0.203
C 2.2163 0.1489 -0.0281  -0.162
C 1.8852 1.0016 1.2340  -0.181
C 1.7941 2.4175 1.1561  -0.041
C 1.5800 3.2019 2.2838  0.014
C 1.7280 2.6472 3.5688  -0.262
O 1.6733 3.5066 4.6322  -0.084
C 2.2018 3.0315 5.8838  -0.059
C 1.9458 1.2589 3.6631  -0.005
C 1.9990 0.4618 2.5205  -0.053
C 4.5575 -0.3991 0.9148  -0.016
C 5.7578 -1.0739 0.7463  -0.009
H 8.1813 -3.9625 -0.1592  0.095
H 8.3787 -2.5301 0.9037  0.099
H 6.8861 -3.5505 1.0169  0.094
H 5.8369 -1.0559 -2.6791  0.124
H 3.6671 0.0574 -2.3381  0.122
H 2.1485 0.9239 -0.8152  0.126
H 1.9708 2.9493 0.2208  0.118
H 1.3899 4.2681 2.2159  0.125
H 2.1227 3.8898 6.5474  0.094
H 1.6143 2.1920 6.2825  0.092
H 3.2598 2.7503 5.7722  0.103
H 2.0888 0.8039 4.6427  0.108
H 2.2420 -0.5981 2.6278  0.127
H 4.2594 -0.0794 1.9147  0.110
H 6.3124 -1.4354 1.6119  0.112
C -3.6900 0.6313 2.9802  -0.147
Si -4.2744 1.4495 1.4075  0.403
C -5.7308 0.5639 0.6913  -0.139
C -4.6001 3.2697 1.6580  -0.149
O -2.9904 1.4345 0.3560  -0.169
C -2.4432 0.6433 -0.6782  -0.323
C -2.6226 -0.8325 -0.3024  -0.147
C -3.6129 -1.6104 -0.9045  -0.036
C -3.8253 -2.9248 -0.4776  -0.054
C -3.1063 -3.4285 0.5991  -0.072
C -2.1430 -2.6414 1.2290  -0.068
C -1.9506 -1.3190 0.8204  -0.070
C -3.0807 1.0268 -2.0333  -0.158
C -3.8121 2.2084 -2.1649  -0.032
C -4.3906 2.5498 -3.3909  -0.054
C -4.1810 1.7355 -4.5029  -0.071
C -3.4110 0.5750 -4.3928  -0.061
C -2.8737 0.2181 -3.1544  -0.076
C -0.9438 1.1432 -0.7328  -0.143
C -0.8926 2.6398 -1.0392  -0.086
C -0.4909 2.7992 -2.5114  -0.107
C 0.0492 1.4426 -2.9824  -0.084
N -0.1746 0.5365 -1.8301  0.026
C 0.6372 -0.5137 -1.6952  0.074
C 1.2400 -0.9682 -0.4230  -0.146
C 1.5827 -2.5002 -0.6484  -0.141
C 0.5091 -3.3483 -0.9781  -0.047
C 0.6663 -4.7475 -1.1058  -0.061
C 1.9392 -5.3228 -1.0590  -0.083
C 3.0234 -4.4747 -0.9303  -0.057
C 2.8484 -3.0933 -0.6604  -0.006
H -4.4505 0.7534 3.7667  0.043
H -3.5131 -0.4451 2.8456  0.024
H -2.7521 1.0864 3.3335  0.041
H -6.6380 0.8615 1.2349  0.046
H -5.8814 0.8093 -0.3652  0.037
H -5.6394 -0.5243 0.7742  0.034
H -5.3632 3.4285 2.4332  0.042
H -3.6875 3.7980 1.9700  0.042
H -4.9617 3.7441 0.7351  0.031
H -4.2269 -1.1910 -1.6997  0.120
H -4.5768 -3.5289 -0.9889  0.115
H -3.2843 -4.4458 0.9410  0.111
H -1.5485 -3.0397 2.0510  0.118
H -1.3045 -0.6546 1.3952  0.119
H -3.9404 2.8705 -1.3062  0.109
H -5.0032 3.4547 -3.4564  0.116
H -4.6098 2.0117 -5.4668  0.110
H -3.2411 -0.0702 -5.2572  0.113
H -2.3186 -0.7163 -3.0553  0.120
H -0.4916 0.9169 0.2426  0.136
H -1.8372 3.1199 -0.7754  0.117
H -0.1071 3.0543 -0.3991  0.096
H -1.3473 3.0945 -3.1300  0.113
H 0.2751 3.5720 -2.6443  0.120
H -0.5015 1.0280 -3.8392  0.122
H 1.1210 1.4992 -3.2702  0.135
H 0.9805 -1.0236 -2.5952  0.172
H 0.3894 -1.0097 0.2926  0.125
H -0.4878 -2.9226 -1.1481  0.105
H -0.1992 -5.3986 -1.2103  0.107
H 2.0588 -6.4133 -1.1344  0.116
H 4.0434 -4.8597 -0.9676  0.110
H 3.7308 -2.4910 -0.4939  0.077

The calculation puts the orbital gap at 6.79 eV. The relative energy (zero: lowest compared OMol25 entry of this formula, charge and spin) is 6.60 kcal/mol. The value obtained for the HOMO energy is -10.5 eV. As for the net charge: +1. The max |F| is 0.0653 Eh/bohr.